[1]
2 unconnected molecules or ions with the total composition C3H11NOS2 in a non-equilibrium geometry. Source: the Open Molecules 2025 dataset; level of theory: ωB97M-V/def2-TZVPD.

Output
E_tot (Eh): -1047.24146
E_HOMO (Ha): -0.332
Strongest force on any atom (Eh/bohr): 0.0271

Last column: natural (NBO) charge in e.
Cartesian coordinates (Å):
S 2.476 -0.350 -0.639  -0.154
S 1.499 1.501 -0.716  0.088
C -0.200 1.281 -1.330  -0.540
C -0.944 -0.034 -1.069  -0.232
N -0.976 -0.267 0.360  -0.636
C -2.129 -1.031 0.858  -0.409
H 3.253 -0.164 -1.700  0.137
H -0.754 2.063 -0.808  0.230
H -0.303 1.626 -2.364  0.214
H -0.399 -0.814 -1.623  0.184
H -1.962 0.031 -1.457  0.204
H -0.148 -0.742 0.696  0.353
H -3.019 -0.509 0.493  0.188
H -2.141 -0.987 1.946  0.203
H -2.197 -2.066 0.516  0.168
H 2.659 -0.595 2.265  0.457
H 2.268 0.799 2.129  0.467
O 3.017 0.258 2.444  -0.923

[2]
2 unconnected molecules or ions with the total composition C3H11NOS2 in a non-equilibrium geometry. Source: the Open Molecules 2025 dataset; level of theory: ωB97M-V/def2-TZVPD.

Output
E_tot (Eh): -1047.21740
E_HOMO (Ha): -0.295
Strongest force on any atom (Eh/bohr): 0.0531

Last column: natural (NBO) charge in e.
Cartesian coordinates (Å):
S 2.844 1.536 1.457  -0.185
S 0.734 1.219 1.970  0.135
C 0.104 1.285 0.294  -0.554
C -0.344 -0.138 -0.217  -0.225
N -1.269 -0.679 0.721  -0.647
C -2.680 -0.188 0.722  -0.406
H 2.844 1.365 0.087  0.140
H -0.812 1.881 0.399  0.211
H 0.709 1.739 -0.474  0.226
H 0.621 -0.668 -0.400  0.198
H -0.675 0.036 -1.306  0.155
H -1.180 -1.676 0.821  0.372
H -2.618 0.896 0.763  0.192
H -3.175 -0.592 1.602  0.211
H -3.141 -0.510 -0.203  0.176
H 3.020 -1.801 -2.788  0.469
H 2.042 -1.901 -1.617  0.466
O 2.976 -1.804 -1.832  -0.933

[3]
2 unconnected molecules or ions with the total composition C3H11NOSi in a non-equilibrium geometry. Source: the Open Molecules 2025 dataset; level of theory: ωB97M-V/def2-TZVPD.

Output
E_tot (Eh): -540.28206
E_HOMO (Ha): -0.311
Strongest force on any atom (Eh/bohr): 0.0647

Last column: natural (NBO) charge in e.
Cartesian coordinates (Å):
C 0.777 0.180 0.949  -0.415
C 0.142 2.343 1.758  -0.388
C -1.019 -2.687 -1.411  -0.278
N 0.686 1.604 0.656  -0.639
O -0.035 -1.791 -1.877  -0.921
Si -0.393 -0.438 -2.702  0.931
H 1.100 0.110 2.008  0.186
H -0.164 -0.255 0.940  0.170
H 1.605 -0.190 0.400  0.216
H 0.361 3.404 1.700  0.196
H -1.113 2.342 1.837  0.125
H 0.587 1.883 2.617  0.191
H -0.553 -3.718 -1.446  0.211
H -2.020 -2.603 -1.926  0.177
H -1.402 -2.177 -0.488  0.191
H 1.127 0.090 -2.776  -0.312
H 0.315 1.902 -0.239  0.360

[4]
A gas-phase ion, C3H11NP (charge +1). Source: the Open Molecules 2025 dataset; level of theory: ωB97M-V/def2-TZVPD.

Output
E_tot (Eh): -516.81476
E_HOMO (Ha): -0.568
Total charge: +1
Strongest force on any atom (Eh/bohr): 0.0113

Last column: natural (NBO) charge in e.
Cartesian coordinates (Å):
C -1.685 -0.005 -0.522  -0.982
C 0.484 1.490 0.834  -0.974
C 0.493 -1.486 0.834  -0.974
N 1.088 0.003 -1.408  -1.150
P 0.085 0.000 -0.101  1.745
H -1.923 -0.894 -1.104  0.272
H -1.928 0.881 -1.107  0.272
H -2.286 -0.006 0.385  0.273
H 1.548 1.487 1.067  0.281
H -0.091 1.514 1.758  0.276
H 0.247 2.375 0.246  0.274
H 1.556 -1.475 1.071  0.281
H 0.266 -2.373 0.244  0.274
H -0.085 -1.516 1.756  0.276
H 1.112 0.841 -1.977  0.428
H 1.118 -0.835 -1.976  0.428

[5]
2 unconnected molecules or ions with the total composition C3H11NS. Source: the Open Molecules 2025 dataset; level of theory: ωB97M-V/def2-TZVPD.

Output
E_tot (Eh): -573.72181
E_HOMO (Ha): -0.198
Strongest force on any atom (Eh/bohr): 0.0144

Last column: natural (NBO) charge in e.
Cartesian coordinates (Å):
C 2.088 -0.341 1.353  -0.756
S 3.660 -0.721 2.117  -0.583
H 1.971 0.738 1.187  0.179
H 1.928 -0.802 0.351  0.127
H 1.211 -0.716 1.941  0.111
C -1.571 0.709 -1.623  -0.634
C -0.598 0.635 -0.455  -0.222
N -0.733 -0.698 0.218  -0.698
H -1.577 1.726 -2.005  0.247
H -1.257 0.053 -2.433  0.222
H -2.586 0.456 -1.329  0.213
H 0.437 0.694 -0.774  0.246
H -0.759 1.407 0.289  0.228
H -1.643 -0.845 0.651  0.422
H 0.008 -0.833 0.955  0.469
H -0.579 -1.461 -0.442  0.429

[6]
2 unconnected molecules or ions with the total composition C3H11NS in a non-equilibrium geometry. Source: the Open Molecules 2025 dataset; level of theory: ωB97M-V/def2-TZVPD.

Output
E_tot (Eh): -573.70364
E_HOMO (Ha): -0.190
Strongest force on any atom (Eh/bohr): 0.0385

Last column: natural (NBO) charge in e.
Cartesian coordinates (Å):
C 0.020 -2.002 -2.878  -0.737
S 0.570 -0.258 -2.603  -0.775
H 0.321 -2.593 -2.007  0.180
H -1.006 -1.941 -3.193  0.194
H 0.654 -2.448 -3.662  0.185
C -0.642 -0.203 1.492  -0.446
N -0.230 1.196 1.789  -0.494
C 0.658 1.749 0.705  -0.448
H -1.088 -0.760 2.327  0.225
H -1.375 -0.257 0.675  0.264
H 0.263 -0.778 1.274  0.248
H 0.320 1.241 2.670  0.421
H -1.056 1.793 1.994  0.427
H 1.445 0.993 0.633  0.242
H 1.070 2.716 1.011  0.225
H 0.078 1.550 -0.226  0.290

[7]
2 unconnected molecules or ions with the total composition C3H11NS. Source: the Open Molecules 2025 dataset; level of theory: ωB97M-V/def2-TZVPD.

Output
E_tot (Eh): -573.81350
E_HOMO (Ha): -0.337
Strongest force on any atom (Eh/bohr): 0.0189

Last column: natural (NBO) charge in e.
Cartesian coordinates (Å):
C 2.004 -2.765 -0.124  -0.740
S 2.935 -3.984 -1.067  -0.033
H 1.878 -1.919 -0.810  0.224
H 2.561 -2.367 0.731  0.215
H 1.034 -3.117 0.213  0.217
C -2.049 2.735 -0.304  -0.623
C -1.536 1.458 0.339  -0.221
N -0.085 1.590 0.669  -0.821
H -3.097 2.926 -0.054  0.210
H -1.998 2.672 -1.393  0.200
H -1.461 3.588 0.018  0.220
H -1.693 0.633 -0.352  0.166
H -2.048 1.291 1.282  0.185
H 0.148 0.747 1.193  0.346
H 0.430 1.462 -0.199  0.341
H 2.976 -4.950 -0.142  0.117

[8]
2 unconnected molecules or ions with the total composition C3H11NSi in a non-equilibrium geometry. Source: the Open Molecules 2025 dataset; level of theory: ωB97M-V/def2-TZVPD.

Output
E_tot (Eh): -465.02778
E_HOMO (Ha): -0.313
Strongest force on any atom (Eh/bohr): 0.0885

Last column: natural (NBO) charge in e.
Cartesian coordinates (Å):
C 2.552 0.085 -0.635  -0.429
C -1.246 1.803 0.454  -1.166
C -2.049 -1.389 0.204  -1.135
N 1.757 -0.440 0.490  -0.853
Si -1.822 0.382 -0.397  1.285
H 2.167 -0.293 -1.606  0.187
H 2.684 1.276 -0.591  0.176
H 3.483 -0.443 -0.731  0.194
H -1.392 1.720 1.610  0.236
H 1.056 0.244 0.725  0.372
H -1.531 2.634 -0.104  0.222
H -2.293 -1.505 1.306  0.252
H -2.875 -2.021 -0.304  0.255
H -1.203 -1.940 0.167  0.253
H 2.446 -0.560 1.228  0.353
H -1.733 0.447 -1.816  -0.203

[9]
2 unconnected molecules or ions with the total composition C3H11O in a non-equilibrium geometry. Source: the Open Molecules 2025 dataset; level of theory: ωB97M-V/def2-TZVPD.

Output
E_tot (Eh): -195.75575
E_HOMO (Ha): -0.530
Total charge: +1
Strongest force on any atom (Eh/bohr): 0.0647

Last column: natural (NBO) charge in e.
Cartesian coordinates (Å):
O -2.743 0.015 0.085  -0.788
H -3.164 0.346 -0.676  0.565
H -3.106 0.698 0.706  0.596
H -2.523 -0.950 0.209  0.625
C 0.784 -0.705 -1.146  -0.631
C 1.532 0.437 -0.257  -0.394
C 0.951 0.439 1.245  -0.610
H -0.013 -0.430 -1.831  0.192
H 1.587 -1.323 -1.731  0.238
H 0.395 -1.327 -0.385  0.179
H 2.622 0.133 -0.291  0.226
H 1.278 1.428 -0.590  0.203
H 1.501 -0.396 1.717  0.225
H -0.092 0.200 1.139  0.144
H 0.991 1.434 1.806  0.228

[10]
3 unconnected molecules or ions with the total composition C3H11O2S in a non-equilibrium geometry. Source: the Open Molecules 2025 dataset; level of theory: ωB97M-V/def2-TZVPD.

Output
E_tot (Eh): -669.58599
E_HOMO (Ha): -0.097
Total charge: -1
Strongest force on any atom (Eh/bohr): 0.0353

Last column: natural (NBO) charge in e.
Cartesian coordinates (Å):
C -0.121 0.821 0.779  -0.615
C -1.262 -0.224 0.814  -0.427
C -2.280 0.003 -0.299  -0.518
S -2.181 -1.150 -1.744  -0.748
H 0.165 1.261 -0.172  0.209
H 0.684 0.193 1.151  0.204
H -0.393 1.669 1.406  0.187
H -0.972 -1.266 0.704  0.189
H -1.773 -0.122 1.776  0.184
H -2.247 1.047 -0.631  0.169
H -3.309 -0.135 0.049  0.178
H 3.090 -0.215 -0.225  0.503
H 4.037 0.808 -0.738  0.454
O 3.931 0.212 0.013  -0.966
H 0.600 -1.275 -0.270  0.489
H 0.791 -0.665 -1.704  0.502
O 1.240 -0.962 -0.909  -0.996

[11]
A molecular structure, C3H11O4 in a non-equilibrium geometry. Source: the Open Molecules 2025 dataset; level of theory: ωB97M-V/def2-TZVPD.

Output
E_tot (Eh): -421.72124
E_HOMO (Ha): -0.161
Total charge: -1
Strongest force on any atom (Eh/bohr): 0.0713

Last column: Mulliken charge in e.
Cartesian coordinates (Å):
C -0.158 0.964 0.658  -0.088
C 1.028 0.434 1.389  -0.247
O 1.747 -0.622 0.935  -0.890
C -0.166 1.616 -0.579  -0.493
O -2.651 -0.808 0.346  -0.999
H -0.529 0.381 -0.588  0.244
H -0.970 1.328 1.274  0.274
H 0.707 0.221 2.433  0.314
H 1.736 1.278 1.606  0.257
H 1.997 -0.855 -0.677  0.343
H 0.677 1.662 -1.255  0.328
H -0.918 2.380 -0.706  0.269
H -3.531 -0.853 -0.001  0.145
H -1.561 -1.447 -0.445  0.452
O -0.598 -1.782 -0.752  -0.816
H 1.110 -1.380 -1.834  0.401
H 0.079 -1.451 -0.165  0.273
O 1.999 -1.068 -1.639  -0.767

[12]
A molecular structure, C3H11P3 in a non-equilibrium geometry. Source: the Open Molecules 2025 dataset; level of theory: ωB97M-V/def2-TZVPD.

Output
E_tot (Eh): -1144.82790
E_HOMO (Ha): -0.310
Strongest force on any atom (Eh/bohr): 0.0859

Last column: natural (NBO) charge in e.
Cartesian coordinates (Å):
C 1.412 0.873 0.997  -0.686
C 0.580 0.253 -1.374  -0.681
C 0.361 0.219 0.128  -0.317
P 0.578 -2.031 0.757  0.121
P -2.716 0.258 -0.512  -0.002
P -1.171 0.546 1.026  0.327
H 0.954 1.346 1.816  0.216
H 1.789 1.616 0.293  0.223
H 2.043 0.114 1.539  0.231
H -0.234 -0.366 -1.837  0.229
H 0.812 1.214 -1.704  0.217
H 1.431 -0.466 -1.568  0.224
H 1.837 -2.265 -0.070  -0.016
H -0.308 -2.509 -0.350  -0.021
H -3.854 0.221 0.406  0.011
H -2.491 -1.030 -0.379  -0.034
H -1.022 2.005 0.829  -0.041

Please write out number 2 again, unchanged.
2 unconnected molecules or ions with the total composition C3H11NOS2 in a non-equilibrium geometry. Source: the Open Molecules 2025 dataset; level of theory: ωB97M-V/def2-TZVPD.

Output
E_tot (Eh): -1047.21740
E_HOMO (Ha): -0.295
Strongest force on any atom (Eh/bohr): 0.0531

Last column: natural (NBO) charge in e.
Cartesian coordinates (Å):
S 2.844 1.536 1.457  -0.185
S 0.734 1.219 1.970  0.135
C 0.104 1.285 0.294  -0.554
C -0.344 -0.138 -0.217  -0.225
N -1.269 -0.679 0.721  -0.647
C -2.680 -0.188 0.722  -0.406
H 2.844 1.365 0.087  0.140
H -0.812 1.881 0.399  0.211
H 0.709 1.739 -0.474  0.226
H 0.621 -0.668 -0.400  0.198
H -0.675 0.036 -1.306  0.155
H -1.180 -1.676 0.821  0.372
H -2.618 0.896 0.763  0.192
H -3.175 -0.592 1.602  0.211
H -3.141 -0.510 -0.203  0.176
H 3.020 -1.801 -2.788  0.469
H 2.042 -1.901 -1.617  0.466
O 2.976 -1.804 -1.832  -0.933